Entry 1:
Below is C3H6N2O4 in the gas phase in a non-equilibrium geometry, with properties calculated with ωB97M-V/def2-TZVPD.

Structure (ORCA input):
```
! wB97M-V def2-TZVPD RIJCOSX def2/J DEFGRID3
* xyz 0 1
C 1.08247 1.39911 -0.16106
C -0.17117 0.05122 0.27182
C 0.34708 -1.25552 -0.32381
O -0.66186 -2.20831 -0.08649
N -0.16141 0.15461 1.71119
O 0.79047 -0.29181 2.31109
N -1.41442 0.61495 -0.26601
O -1.91179 -0.04154 -1.17041
O -1.76961 1.65805 0.13046
H 0.54161 2.38267 -0.14788
H 1.53219 1.42460 0.87815
H 1.50409 1.06250 -1.13326
H 1.24759 -1.72156 -0.01815
H 0.47377 -1.11642 -1.47897
H -1.42900 -2.11255 -0.51666
*
```

Calculated values
SMILES ... C[C@@](CO)(N=O)[N+](=O)[O-]
Relative energy (zero: lowest compared OMol25 entry of this formula, charge and spin) ... 209.7 kcal per mole
HOMO level (spin up / spin down) ... -9.703 / -9.704 eV

***

Entry 2:
Below is CH3ClN2S in the gas phase in a non-equilibrium geometry, with properties calculated with ωB97M-V/def2-TZVPD.

Structure (ORCA input):
```
! wB97M-V def2-TZVPD RIJCOSX def2/J DEFGRID3
* xyz 0 1
N 0.51439 0.15739 -0.29012
N -0.60049 -0.63086 -0.40003
C -2.29349 -0.06080 0.01833
S -3.53412 -1.05628 0.00244
Cl -2.29954 1.63031 -0.02818
H 0.49660 0.86291 -0.99077
H 0.73943 0.46828 0.58280
H -0.73000 -1.48217 0.12664
*
```

Calculated values
SMILES ... NNC(=S)Cl
Relative energy (zero: lowest compared OMol25 entry of this formula, charge and spin) ... 59.5 kcal per mole
HOMO level ... -8.640 eV

***

Entry 3:
Below is a gas-phase ion, C4H12N2 (charge +1) in a non-equilibrium geometry, with properties calculated with ωB97M-V/def2-TZVPD.

Structure (ORCA input):
```
! wB97M-V def2-TZVPD RIJCOSX def2/J DEFGRID3
* xyz 1 2
N 0.64206 1.59671 0.36256
C 0.08382 0.47512 1.04050
C 1.14571 -0.12131 1.97336
C -0.45194 -0.63541 0.08639
N -1.04561 -0.11777 -1.11378
C -0.63773 -0.58951 -2.41760
H 1.28828 2.10254 0.95753
H -0.06685 2.23377 0.00615
H -0.71691 0.84412 1.69713
H 0.84599 -1.14882 2.15230
H 1.30009 0.50952 2.84106
H 2.05257 -0.22582 1.37852
H -1.15668 -1.24289 0.64095
H 0.37494 -1.29898 -0.19681
H -2.04363 -0.31217 -1.05191
H -0.63330 -1.67590 -2.49023
H -1.31360 -0.18286 -3.15059
H 0.33280 -0.21035 -2.71553
*
```

Calculated values
Relative energy (zero: lowest compared OMol25 entry of this formula, charge and spin) ... 14.8 kcal per mole
HOMO level (spin up / spin down) ... -14.700 / -13.717 eV

***

Entry 4:
Below is a molecular structure, C22H39F2MoN5Sb, with properties calculated with ωB97M-V/def2-TZVPD.

Structure (ORCA input):
```
! wB97M-V def2-TZVPD RIJCOSX def2/J DEFGRID3
* xyz 3 3
Mo 0.13661 -0.36383 -1.21864
C 2.96160 0.50637 -2.42990
N 2.20593 0.55273 -1.15122
C 3.00390 -0.18627 -0.11585
C 2.05286 1.90970 -0.61075
C 3.10694 2.80394 -0.56082
C 2.98083 3.96558 0.18780
C 1.83247 4.17956 0.93521
C 0.76845 3.29187 0.87077
C 0.84668 2.18260 0.03359
N -0.19448 1.24158 -0.20854
C -1.59072 1.57410 -0.12078
C -2.10414 2.86034 0.03089
C -3.47666 3.05704 0.09151
C -4.35498 1.98889 0.00047
C -3.85738 0.71082 -0.20922
C -2.49085 0.52017 -0.30424
N -1.91740 -0.80806 -0.56209
C -2.72479 -1.62637 -1.50471
C -1.82204 -1.54365 0.73914
H 4.02078 0.70715 -2.26568
H 2.56632 1.24719 -3.11723
H 2.87171 -0.48953 -2.86534
H 3.94769 0.33488 0.04581
H 3.22011 -1.19513 -0.45200
H 2.45099 -0.20929 0.82336
H 4.03625 2.59688 -1.07555
H 3.79550 4.67527 0.22172
H 1.75852 5.04829 1.57491
H -0.10280 3.46140 1.48382
H -1.45400 3.71843 0.06546
H -3.85800 4.06207 0.21120
H -5.42180 2.14825 0.07140
H -4.54387 -0.11712 -0.31784
H -3.69438 -1.87418 -1.07515
H -2.19394 -2.55355 -1.70622
H -2.87743 -1.08047 -2.43346
H -2.82321 -1.65297 1.15926
H -1.20943 -0.97172 1.43600
H -1.38780 -2.52549 0.57455
F 0.18325 -2.31294 -2.30381
C 1.02859 -2.29656 -1.11998
F 0.59929 -3.25304 -0.29209
H 2.01865 -2.55749 -1.49469
N 1.82809 -4.43796 6.89914
C 0.48880 -3.85052 6.50174
C 0.38036 -3.59305 4.99787
N 1.06879 -2.43277 4.45551
H 1.85150 -4.66074 7.89790
H 2.59568 -3.78813 6.71647
H 2.02125 -5.30382 6.38988
H 0.37957 -2.93189 7.07614
H -0.26473 -4.56240 6.83421
H -0.68773 -3.49257 4.79958
H 0.70107 -4.48039 4.44513
H 2.07473 -2.53590 4.42675
H 0.83971 -1.58126 4.95323
C -2.50608 1.74163 -3.53882
Sb -0.60169 0.82789 -3.64369
C -0.73538 -0.53319 -5.25294
C 0.61378 2.40846 -4.35249
H -2.72015 2.15490 -4.52362
H -2.48735 2.53927 -2.79889
H -3.27489 1.01999 -3.27521
H -1.03891 0.01617 -6.14254
H -1.47337 -1.30061 -5.02886
H 0.23261 -0.99917 -5.42432
H -0.00460 3.02545 -5.00279
H 1.44732 2.01161 -4.92800
H 0.97780 3.01155 -3.52247
*
```

Calculated values
Relative energy (zero: lowest compared OMol25 entry of this formula, charge and spin) ... 0.0 kcal per mole
HOMO level (spin up / spin down) ... -15.505 / -15.735 eV

***

Entry 5:
Below is 3 unconnected molecules or ions with the total composition C26H30BrFN5O3S in a non-equilibrium geometry, with properties calculated with ωB97M-V/def2-TZVPD.

Structure (ORCA input):
```
! wB97M-V def2-TZVPD RIJCOSX def2/J DEFGRID3
* xyz 1 1
O 5.82898 0.77256 -0.70032
C 4.68518 0.33967 -0.36130
C 3.86410 -0.45171 -1.48345
C 2.36857 0.06106 -1.70733
C 1.25709 -1.02889 -1.89563
C 1.52711 -2.58677 -1.92116
C 1.54154 -3.45925 -3.23923
C 1.86122 -4.95474 -3.04564
N 2.11319 -5.71296 -1.87423
C 2.11401 -4.97344 -0.65252
C 1.85396 -3.45601 -0.65932
C -0.24712 -0.57977 -2.10877
N -1.26739 -1.64714 -2.30123
C -2.02487 -1.70099 -1.24131
S -3.20144 -1.86832 -0.09478
C -0.56762 0.94198 -2.14070
Br -2.45035 1.45446 -2.47199
C 0.60883 1.92866 -1.94396
C 0.25805 3.50068 -1.97530
C -0.77069 3.92699 -0.79146
C -0.07611 4.72916 0.41786
C -0.75260 4.30551 1.83301
O -1.40915 5.45579 2.46419
C -2.41703 4.88183 3.29892
O -2.29389 4.93165 4.55412
N 1.97292 1.46565 -1.74733
F 2.90554 2.44468 -1.62716
H 4.32756 0.58441 0.69519
H 4.37120 -0.42952 -2.52394
H 3.88283 -1.56886 -1.17648
H 1.32905 -2.97581 -4.26092
H 1.90110 -5.56081 -4.02852
H 2.33492 -5.51139 0.32914
H 1.89621 -2.91149 0.35471
H 1.17662 4.17224 -1.87180
H -0.21902 3.75503 -2.99284
H -1.28827 2.99201 -0.37222
H -1.59541 4.54704 -1.31172
H 1.06199 4.56357 0.45557
H -0.30204 5.84930 0.23179
H -1.58313 3.51559 1.68480
H 0.10425 3.88025 2.47872
H -3.34155 4.31963 2.91364
C -5.14817 6.98432 5.41412
C -5.17307 8.15931 4.44221
C -6.54408 8.83401 4.35861
C -7.57029 7.84617 3.88064
N -8.37657 7.06820 3.50308
H -5.82891 6.18788 5.10175
H -4.14550 6.55305 5.46253
H -5.43067 7.30330 6.42195
H -4.87300 7.80581 3.45011
H -4.43047 8.89777 4.75837
H -6.50756 9.67550 3.66201
H -6.84417 9.21743 5.33756
C 3.19831 -9.83373 -3.24844
C 3.94383 -10.61298 -2.17005
C 3.09990 -10.84892 -0.91534
C 2.70346 -9.53182 -0.31165
N 2.39140 -8.49485 0.16105
H 2.92640 -8.83136 -2.90624
H 3.82737 -9.71443 -4.13402
H 2.28415 -10.35532 -3.54804
H 4.85637 -10.06887 -1.90616
H 4.25277 -11.57937 -2.57890
H 3.67121 -11.42084 -0.17978
H 2.19805 -11.41675 -1.15979
*
```

Calculated values
Relative energy (zero: lowest compared OMol25 entry of this formula, charge and spin) ... 228.8 kcal per mole
HOMO level ... -12.029 eV

***

Entry 6:
Below is C4H6F2N2 in the gas phase in a non-equilibrium geometry, with properties calculated with ωB97M-V/def2-TZVPD.

Structure (ORCA input):
```
! wB97M-V def2-TZVPD RIJCOSX def2/J DEFGRID3
* xyz 0 1
H -1.80730 -2.18799 -0.06296
N -2.14007 -1.24719 -0.06467
C -1.20184 -0.37860 0.01575
C -1.46879 1.15306 -0.06930
N 0.13349 -0.77059 0.12259
C 1.13587 0.19946 0.18919
C 2.41858 -0.17164 0.03758
F 3.42703 0.65044 -0.10884
F 2.85606 -1.45113 -0.03596
H -1.09717 1.54991 0.92463
H -0.80279 1.83213 -0.80720
H -2.57381 1.37117 -0.33351
H 0.26438 -1.82571 -0.22497
H 0.85637 1.27670 0.41767
*
```

Calculated values
SMILES ... [H]/N=C(/C)NC=C(F)F
Relative energy (zero: lowest compared OMol25 entry of this formula, charge and spin) ... 37.1 kcal per mole
HOMO level ... -8.366 eV